# 1
Formula: C5H34NO14
Source: the Open Molecules 2025 dataset
Level of theory: the ωB97M-V functional and the def2-TZVPD basis

The value obtained for the LUMO energy is 2.26 eV. The calculation puts the HOMO energy at -6.71 eV. As for the HOMO-LUMO gap: 8.971 eV. The calculation puts the calculated total energy at -35892.71024 eV.

Structure (ORCA input):
```
! wB97M-V def2-TZVPD RIJCOSX def2/J DEFGRID3
* xyz -1 1
O -1.10 -1.54 -3.97
O 5.21 1.43 -1.54
O 3.70 -0.61 2.71
O -0.44 2.44 -4.37
O 0.40 -1.77 2.38
O 0.77 -3.39 4.19
O 1.26 0.68 2.39
O -0.24 2.33 1.28
O 2.79 1.95 0.67
O 0.47 5.36 1.48
O -0.72 -3.71 -1.29
O -5.01 0.71 -0.90
O -3.72 -2.96 -1.08
O -1.55 -3.78 2.68
N -0.88 1.81 -2.25
C -0.11 2.39 -3.20
C -0.30 1.47 -0.96
C -0.25 -0.02 -0.87
C -1.15 2.13 0.19
C 0.77 -0.59 -1.82
H -1.75 1.27 -2.42
H 1.02 1.17 3.18
H 0.89 2.73 -2.81
H 0.40 -0.18 -2.84
H -0.15 -0.47 0.17
H 0.97 -2.21 1.72
H 0.85 -1.70 -2.01
H 4.43 0.91 -1.34
H -1.32 3.23 -0.05
H -0.74 -2.31 -3.51
H 4.15 0.20 2.45
H -3.72 -3.19 -2.01
H 2.77 -0.36 2.77
H 4.91 2.34 -1.41
H 1.11 4.72 1.86
H -1.37 -0.25 -1.19
H 0.65 -0.76 2.35
H 2.12 2.60 0.49
H 0.24 1.43 1.75
H -1.03 -4.35 -0.65
H 0.52 -2.85 3.35
H -1.99 1.63 0.66
H -5.27 1.51 -1.36
H -1.20 -4.44 3.26
H 0.09 -2.92 4.66
H 2.25 1.16 0.88
H -2.82 -3.05 -0.77
H 1.75 -0.36 -1.39
H -0.01 -3.13 -1.04
H -1.79 -1.31 -3.33
H 0.71 1.99 -0.99
H -5.34 0.83 0.04
H -0.27 4.81 1.20
H -0.94 -3.04 2.58
*
```


# 2
Formula: C5H35N2O11S
Source: the Open Molecules 2025 dataset
Level of theory: the ωB97M-V functional and the def2-TZVPD basis

The value obtained for the LUMO energy is 2.33 eV. The calculation puts the HOMO energy at -4.40 eV. As for the HOMO-LUMO gap: 6.729 eV. The calculation puts the calculated total energy at -42091.83775 eV.

Structure (ORCA input):
```
! wB97M-V def2-TZVPD RIJCOSX def2/J DEFGRID3
* xyz -1 1
S 2.16 0.23 2.28
O -0.38 2.41 -4.33
O 0.75 -2.29 2.70
O -1.34 -3.81 2.01
O 1.26 -2.26 -0.37
O 1.78 1.86 -2.92
O 3.56 -3.68 -1.57
O -4.58 1.39 1.15
O -1.83 3.79 2.93
O 0.62 -1.27 -2.77
O -1.40 -2.14 0.08
O 3.96 -0.98 -0.69
N -2.20 0.67 -0.07
N 1.08 2.07 0.21
C 0.11 1.10 0.72
C -2.10 0.85 -1.54
C 0.44 0.81 2.18
C -2.93 -0.02 -2.51
C -1.33 1.63 0.69
H 0.28 0.35 -0.02
H -1.35 2.52 0.05
H 1.43 -1.69 2.31
H 1.53 -1.47 0.14
H -2.20 1.88 -1.78
H 4.28 -0.20 -0.21
H -2.54 3.57 2.31
H 0.49 1.82 2.70
H -1.04 0.52 -1.66
H 0.41 2.61 -3.76
H 0.33 -1.75 -2.00
H -0.36 0.27 2.70
H 3.69 -3.06 -0.86
H -2.19 -2.40 -0.41
H 2.71 -3.57 -2.00
H -3.73 1.29 0.64
H -1.54 -2.71 0.91
H -3.80 0.54 -2.73
H -1.66 3.05 3.50
H -0.40 -3.66 2.27
H -2.33 -0.14 -3.46
H -2.78 -1.08 -2.36
H 0.32 -1.70 3.35
H 1.57 0.96 -2.61
H 1.50 2.47 -2.22
H -1.80 -0.21 0.27
H -1.73 1.76 1.67
H 3.96 -0.51 -1.54
H -0.05 -0.63 -3.00
H 0.38 -2.62 -0.12
H -1.74 -3.68 2.90
H 2.02 1.75 0.46
H -4.42 1.21 2.07
H -0.99 2.10 -3.64
H 0.90 3.00 0.55
*
```


# 3
Formula: C5H35N2O13
Source: the Open Molecules 2025 dataset
Level of theory: the ωB97M-V functional and the def2-TZVPD basis

The value obtained for the LUMO energy is 2.55 eV. The calculation puts the HOMO energy at -6.40 eV. As for the HOMO-LUMO gap: 8.958 eV. The calculation puts the calculated total energy at -35351.74314 eV.

Structure (ORCA input):
```
! wB97M-V def2-TZVPD RIJCOSX def2/J DEFGRID3
* xyz -1 1
O 0.43 -0.31 3.10
O 2.89 -2.99 -2.44
O -1.32 2.78 2.08
O -1.37 0.65 0.86
O 2.93 1.46 2.84
O 0.34 3.62 0.29
O 1.82 2.82 -2.24
O -3.04 1.97 -2.93
O 4.23 1.13 -1.14
O 3.18 -1.65 0.39
O -2.28 -0.75 2.90
O -3.63 -2.65 0.56
O -3.73 2.13 0.12
N -1.10 -3.76 -0.38
N 1.44 0.44 -0.33
C 0.05 -2.84 -2.30
C -0.10 -1.54 -0.06
C 0.16 -0.25 -0.76
C -0.34 -2.79 -1.02
C -0.99 0.81 -0.50
H 3.51 1.63 -1.56
H -0.06 -0.27 2.26
H 3.60 -1.96 -0.42
H 3.82 -1.57 1.10
H -2.14 2.15 -2.69
H -3.86 1.31 0.62
H 2.16 0.92 2.61
H 3.15 2.07 2.14
H -3.72 2.09 -2.25
H 3.77 0.42 -0.67
H -3.14 -1.92 0.16
H 1.20 1.21 0.29
H -1.80 0.57 -1.21
H 0.78 -1.94 0.48
H 1.98 -0.37 0.03
H -0.19 3.24 1.13
H -1.20 1.76 1.38
H -1.38 -3.56 0.57
H -1.60 -1.31 2.52
H 0.52 -1.97 -2.75
H -1.87 -4.09 -0.94
H -0.20 -0.12 3.81
H -0.88 -1.46 0.70
H 1.67 1.95 -1.83
H 2.04 -3.05 -1.94
H -0.10 -3.59 -3.06
H -2.90 2.30 0.60
H -0.52 1.79 -0.64
H 1.49 3.47 -1.61
H -1.98 0.11 2.51
H -3.83 -2.21 1.40
H 0.30 -0.36 -1.86
H -0.62 2.41 2.65
H 2.88 -2.05 -2.67
H -0.47 4.14 0.11
*
```


# 4
Formula: C5H35N3O11
Source: the Open Molecules 2025 dataset
Level of theory: the ωB97M-V functional and the def2-TZVPD basis

The value obtained for the LUMO energy is 0.19 eV. The calculation puts the HOMO energy at -8.59 eV. As for the HOMO-LUMO gap: 8.778 eV. As for the structure (SMILES): [H]/N=C/NCCCCN.O.O.O.O.O.O.O.O.O.O.O. The calculation puts the calculated total energy at -32743.67639 eV.

Structure (ORCA input):
```
! wB97M-V def2-TZVPD RIJCOSX def2/J DEFGRID3
* xyz 0 1
O -4.44 1.62 1.66
O -2.45 2.50 -1.34
O -3.71 -0.07 -0.89
O 1.04 -3.99 0.82
O 1.76 2.29 0.88
O -0.11 3.88 -1.49
O 3.98 0.59 0.78
O 2.83 -3.79 -1.42
O -1.99 2.28 1.21
O 4.02 -2.83 1.21
O 2.19 2.87 -1.88
N 0.65 -0.77 1.59
N 1.73 0.39 3.29
N -2.18 -1.45 -2.86
C -0.60 -1.51 1.28
C 0.67 -0.23 2.83
C -0.63 -1.88 -0.23
C -0.89 -0.90 -2.58
C -0.63 -0.52 -1.03
H -0.26 -0.41 3.43
H 2.53 -3.41 -2.28
H 0.39 -0.03 -0.89
H -0.55 -2.32 1.93
H 4.16 -2.56 0.18
H -2.57 3.00 1.40
H -4.14 -0.30 -0.10
H -1.53 -0.96 1.56
H 0.81 3.56 -1.75
H 3.16 0.67 0.32
H 1.92 -3.71 0.94
H 1.70 0.74 4.23
H -4.61 2.37 1.06
H 3.01 3.38 -2.01
H -0.18 -1.61 -2.92
H 4.28 -2.07 1.69
H -2.08 1.67 -1.57
H 0.03 4.45 -0.82
H 1.99 -3.52 -0.89
H 2.34 2.53 -1.01
H 0.92 -4.94 1.01
H -0.59 0.17 -2.95
H -3.55 1.39 1.46
H -2.63 -2.35 -2.43
H -1.35 0.31 -0.59
H -3.80 0.84 -0.98
H 0.11 -2.61 -0.53
H 1.43 -0.61 1.02
H -2.98 -0.79 -2.81
H 0.84 2.38 0.67
H 1.82 1.97 1.81
H -1.77 -2.22 -0.39
H 3.87 0.94 1.66
H -2.09 2.20 0.25
H -1.86 3.37 -1.56
*
```


Number 1: maximum force 3.481 eV/Å. Number 2: maximum force 3.835 eV/Å. Number 3: maximum force 3.234 eV/Å. Number 4: maximum force 5.049 eV/Å.